Entry 1:
39
Properties=species:S:1:pos:R:3:forces:R:3:mulliken_spin:R:1 method="wB97M-V/def2-TZVPD" e_lumo_ev="0.25 / 0.23" e_homo_ha="-0.2274 / -0.2382" multiplicity=6 total_charge=0
Mn -0.692053 0.792830 -1.302079 -0.1 -0.5 0.5 4.742
C -1.102292 -0.472012 3.683586 0.2 0.1 0.0 -0.001
N -0.026969 0.354703 3.143479 -0.3 -0.1 0.2 0.003
C 0.638254 1.357951 3.837650 -0.3 -0.3 0.1 -0.001
C 1.477405 1.944115 2.978407 0.1 0.0 -0.4 0.002
N 1.320002 1.295194 1.751193 0.1 0.1 -0.2 -0.002
C 0.377404 0.310490 1.853094 0.3 0.3 0.2 0.010
S -0.155940 -0.791841 0.695153 0.2 0.0 0.1 0.038
C 1.975049 1.764234 0.562550 0.0 -0.2 0.7 0.000
C 3.331868 2.013441 0.610911 0.2 0.0 0.1 0.001
C 3.910714 2.636881 -0.485751 0.1 -0.1 0.1 0.002
C 3.110549 2.987477 -1.552686 -0.2 0.0 -0.2 -0.004
C 1.763184 2.652521 -1.507069 0.2 0.1 -0.1 -0.003
N 1.206745 2.033317 -0.466141 -0.1 0.1 -0.4 0.013
H -1.034010 -0.462022 4.768751 0.0 0.0 0.0 0.000
H -0.992995 -1.486790 3.316836 0.0 -0.1 0.0 0.000
H -2.069068 -0.087406 3.367394 0.0 0.0 0.0 0.000
H 0.446040 1.566080 4.876609 0.0 -0.1 -0.1 0.000
H 2.150288 2.775979 3.105008 -0.1 -0.1 -0.1 0.000
H 3.909499 1.731404 1.481163 0.0 0.0 0.0 0.001
H 4.974594 2.844675 -0.496317 -0.1 0.0 0.0 0.000
H 3.512265 3.487976 -2.424462 0.0 0.0 0.1 0.000
H 1.095896 2.894304 -2.324233 0.0 0.0 -0.1 0.002
Se 0.356897 0.272126 -3.518615 0.0 0.0 -0.2 0.050
Se -0.974524 2.097841 -4.212822 0.0 0.3 0.0 0.044
Te -3.051107 2.093526 -2.760886 -0.2 0.1 -0.3 0.036
Se -2.198428 2.590164 -0.453757 -0.1 0.3 0.0 0.061
C -2.586000 -4.414454 -1.191284 0.1 0.2 -0.1 0.000
N -2.004316 -3.116285 -1.491169 -0.1 -0.1 0.1 0.002
C -0.705577 -3.104523 -2.147865 -0.1 -0.1 0.1 0.003
C -2.672830 -1.985051 -1.217084 -0.1 -0.4 0.0 -0.001
O -2.293634 -0.848506 -1.431769 0.3 0.2 0.0 -0.001
H -2.826959 -4.957903 -2.107019 0.0 0.0 0.0 0.000
H -3.497231 -4.287815 -0.609828 0.0 0.0 0.0 0.000
H -1.883653 -5.012549 -0.610713 0.0 0.0 0.0 0.000
H -0.782305 -3.532905 -3.148861 0.0 0.0 0.0 0.000
H 0.004937 -3.688451 -1.559808 0.0 0.0 0.0 0.000
H -0.353745 -2.084041 -2.246595 0.0 0.1 0.0 -0.001
H -3.657952 -2.164676 -0.764971 0.0 -0.1 0.0 0.000

Entry 2:
29
Properties=species:S:1:pos:R:3:forces:R:3:mulliken_charge:R:1 method="wB97M-V/def2-TZVPD" e_lumo_ev=-2.95 e_homo_ha=-0.4556 total_charge=+1 smiles="C=C1c2ccccc2C[NH2+]C1(C)C"
C -0.772065 -3.346978 0.028011 -1.4 -1.4 -0.1 -0.524
C -0.126938 -3.366731 1.271038 -0.7 -0.3 -0.6 -0.588
C -0.884412 -2.215596 -0.772632 2.8 -0.6 4.2 -1.246
C 0.611448 -2.262818 1.606255 -0.7 0.6 3.7 -0.836
C -0.154311 -1.120851 -0.294740 0.2 1.4 -0.1 1.609
C 0.583752 -1.072293 0.878600 0.1 -1.4 -0.8 0.604
C -0.241113 0.120236 -1.047642 1.6 2.0 2.7 0.185
C -0.497322 0.203482 -2.291771 -2.5 2.4 -3.9 -1.040
C 1.427536 0.118407 1.307111 -2.5 -1.2 -0.7 -1.594
C 0.051641 1.535507 -0.274333 -0.5 -2.2 -1.8 1.409
C -1.093180 1.648973 0.717581 1.1 -0.8 -0.6 -1.917
C 0.256109 2.746683 -1.273595 0.3 0.5 2.3 -1.803
N 1.395128 1.266971 0.360273 -3.5 -0.7 3.0 0.022
H -1.350856 -4.263767 -0.132403 0.0 0.5 -0.6 0.339
H -0.421205 -4.174719 2.006416 1.0 1.0 -1.1 0.342
H -1.588485 -1.999210 -1.466053 -1.8 -0.2 -2.5 0.488
H 0.781341 -2.227915 2.722785 0.9 0.2 -1.3 0.272
H -0.727351 1.204523 -2.694868 0.7 -0.5 0.1 0.148
H -0.924484 -0.463683 -3.003782 0.4 -1.4 0.0 0.444
H 1.075760 0.494786 2.236314 0.0 0.2 1.0 0.475
H 2.395753 -0.260321 1.333052 1.9 -0.1 0.5 0.624
H -1.107510 2.584592 1.096366 -0.3 3.3 1.3 0.548
H -1.280747 1.002535 1.546296 1.0 -1.1 0.5 0.401
H -1.958131 1.487834 0.167797 -1.7 0.1 -1.3 0.466
H 0.322449 3.779783 -0.834745 0.4 -1.2 0.5 0.361
H -0.539639 2.934644 -1.921113 -1.6 -0.4 -0.9 0.498
H 1.103251 2.614106 -1.910863 0.7 -0.3 -0.3 0.535
H 1.668094 1.994503 0.962565 0.9 1.9 0.1 0.346
H 1.995486 1.037319 -0.321924 3.1 -0.2 -3.3 0.434

Entry 3:
30
Properties=species:S:1:pos:R:3:forces:R:3:mulliken_charge:R:1 method="wB97M-V/def2-TZVPD" e_lumo_ev=0.82 e_homo_ha=-0.3192 total_charge=0 smiles=CCc1c[nH]cn1.Cc1ccccc1
C -4.372391 1.591107 2.064092 -3.1 -2.0 3.6 -1.417
C -1.286706 -0.199190 1.057365 1.8 0.3 -0.4 -0.203
C -0.987566 0.363160 -0.204850 -4.9 1.5 2.5 -0.081
C -2.437049 0.044671 1.782584 0.5 0.4 -1.6 -0.695
C -3.266414 1.060760 1.291414 -0.3 0.3 -0.6 1.257
C -1.953921 1.250667 -0.733195 -0.1 -0.7 -0.2 -0.636
C -3.067709 1.665724 0.039367 1.8 -0.4 -1.1 -0.601
H -0.455802 -0.701946 1.562673 -0.5 -0.6 -0.3 0.306
H -0.143331 0.127496 -0.686490 2.8 -0.8 -1.7 0.190
H -2.602728 -0.617374 2.617634 -0.4 0.6 0.5 0.385
H -1.913200 1.533758 -1.800947 0.3 0.2 0.8 0.295
H -4.902220 2.361787 1.622289 -0.5 2.0 -1.2 0.418
H -4.141328 1.933423 3.119399 0.1 -0.5 -1.2 0.261
H -3.655464 2.493202 -0.439791 0.1 -1.1 1.1 0.217
H -5.309247 0.866031 2.203805 2.2 0.8 -0.1 0.232
C 2.420131 0.765329 0.161335 2.5 -3.2 1.1 -0.141
C 3.939569 0.690321 0.824745 -1.5 -0.9 -1.2 -1.251
C 2.245546 -0.551269 -0.673373 -0.4 0.3 -2.7 0.429
C 1.751602 -0.537518 -2.012830 1.0 -3.9 4.0 -0.651
C 2.254147 -2.700990 -1.272497 -1.3 2.3 -1.8 -0.100
N 2.573623 -1.901160 -0.301420 0.3 1.2 1.0 -0.694
N 1.591685 -1.961731 -2.259783 2.0 0.1 -4.4 -0.223
H 1.613092 0.788632 0.868335 -0.1 -0.1 1.0 0.220
H 2.216486 1.628512 -0.418755 0.4 0.7 -1.0 0.367
H 4.093451 -0.147317 1.509819 -0.8 -0.1 -0.1 0.315
H 1.430026 0.226908 -2.670096 -0.3 0.4 -0.4 0.448
H 2.422797 -3.752036 -1.581127 0.1 0.7 1.3 0.347
H 1.815719 -2.320999 -3.301818 -1.2 1.1 3.1 0.292
H 4.314024 1.528554 1.373795 -0.2 1.0 0.0 0.399
H 4.625131 0.434979 0.004760 -0.1 0.5 0.1 0.311

Entry 4:
34
Properties=species:S:1:pos:R:3:forces:R:3:mulliken_charge:R:1 method="wB97M-V/def2-TZVPD" e_lumo_ev=0.52 e_homo_ha=-0.3269 total_charge=0 smiles="C[C@H](NC(=O)[C@@H](N)Cc1ccc(O)cc1)C(=O)O"
C 0.188734 -0.155718 -2.448658 -3.4 -0.4 0.5 0.155
C -1.170026 0.816978 -1.951441 3.0 2.2 -2.1 0.296
C 1.592465 -0.083216 -1.937618 1.4 -2.5 2.9 -1.212
C 1.868327 -0.173909 -0.372805 -0.6 1.8 -2.2 0.605
C 2.285643 0.959683 0.340522 0.3 -1.0 -0.3 -0.595
C 1.552211 -1.299064 0.334047 -1.7 -1.8 0.7 -0.354
C 2.398664 0.792981 1.693769 -1.2 -0.2 0.9 -0.650
C 1.297678 -1.389957 1.723547 1.7 3.7 0.2 -0.638
C 1.721922 -0.218854 2.430186 1.0 -0.4 0.1 0.697
C -1.429459 0.029938 0.550594 -5.8 2.0 -1.8 2.571
C -2.408520 -1.207623 0.491004 0.1 0.3 -0.2 0.405
C -1.998481 0.942321 1.595920 1.5 3.6 1.1 -1.706
H -0.411841 -0.600596 -4.376583 -0.9 -1.2 0.1 0.282
H 0.166857 0.776061 -4.199191 0.8 -0.4 0.3 0.288
H -0.292684 -1.064550 -2.179588 0.2 -1.4 0.5 0.276
H 2.168489 -0.962217 -2.390592 -1.1 1.0 0.4 0.284
H 2.074010 0.750403 -2.325226 0.9 1.8 -0.6 0.389
H 2.610410 1.930476 -0.060615 -0.2 -0.8 -0.3 0.384
H 1.235052 -2.165381 -0.229589 0.0 -0.2 -0.3 0.392
H 2.921046 1.585466 2.153723 0.2 0.8 1.2 0.317
H 0.764181 -2.137607 2.248074 -0.2 -1.0 0.1 0.509
H 2.377107 0.446586 4.161334 -1.0 -0.5 -0.5 0.320
H -2.104833 1.816557 -0.659343 -0.4 -0.5 0.8 0.283
H -0.480672 -0.284675 0.647140 3.1 -0.9 0.6 -1.627
H -1.478502 1.935967 1.347135 -0.5 -1.1 0.8 0.456
H -3.057190 1.236487 1.504190 0.3 -0.9 -0.2 0.365
H -1.756671 0.786374 2.653117 -0.1 -0.6 -0.4 0.311
H -3.728710 -2.138454 1.495204 0.8 0.9 0.0 0.365
N 0.337091 -0.194222 -3.865802 -0.2 2.6 -1.4 -0.700
N -1.529271 0.979032 -0.662370 0.3 -2.4 0.5 -0.198
O -1.608906 1.664812 -2.753109 0.6 -1.9 0.6 -0.708
O 1.596575 -0.065973 3.840183 0.9 -0.2 -1.4 -0.546
O -2.551957 -1.967383 -0.422583 0.4 0.0 -0.4 -0.571
O -3.148739 -1.340727 1.625426 -0.2 -0.7 -0.3 -0.445

DFT total energy (eV)
-266202.366, -14184.755, -15681.241, -23871.678